No. 1
The molecule F3HN2O2S. Source: OMol25; level of theory: ωB97M-V/def2-TZVPD.

The geometry in XYZ format:
```
9
F3HN2O2S, DFT ωB97M-V/def2-TZVPD
S 1.407 0.588 0.308
F 2.533 -1.642 -0.307
F -0.058 0.476 -1.711
F 3.763 0.206 -0.234
O 1.502 0.161 1.650
O 1.615 1.903 -0.119
N 2.551 -0.286 -0.683
N -0.026 -0.066 -0.438
H -0.848 0.305 -0.001
```

## Properties
E_tot in eV: -26071.7829
SMILES: O=S(=O)(NF)N(F)F
Multiplicity: 1
HOMO in eV: -11.74

---

No. 2
A structure of composition C46H59N4S4SbSi2Ti. Source: OMol25; level of theory: ωB97M-V/def2-TZVPD.

The geometry in XYZ format:
```
117
C46H59N4S4SbSi2Ti, DFT ωB97M-V/def2-TZVPD
Sb 2.625 0.339 2.060
Ti -0.281 -0.258 -0.947
S -4.106 0.867 0.375
S -1.321 1.840 -1.848
S -1.705 2.874 1.307
S -4.489 3.946 -1.058
Si 2.601 1.067 -1.920
Si -2.248 -2.604 -2.364
N -0.370 -1.341 0.731
N -0.798 -1.636 -2.290
N -3.001 2.094 -3.812
N 1.540 -0.307 -1.750
C 2.646 -3.987 3.119
C -5.721 3.115 -0.015
C 2.956 -4.559 1.893
C 1.442 -3.031 -4.957
C 5.367 -0.572 3.286
C -3.477 4.876 0.132
C 6.569 -0.404 3.965
C 0.324 -1.927 -3.092
C 4.481 0.490 3.144
C 1.934 2.521 -0.908
C 3.095 -3.752 0.774
C 2.654 -2.490 -4.570
C -3.098 2.592 2.425
C -5.672 1.596 -0.112
C -0.875 -0.834 1.922
C -0.236 2.217 5.618
C 1.554 -1.289 -2.761
C 2.698 -1.624 -3.481
C -3.278 -2.397 -0.806
C -2.051 4.427 0.433
C -1.848 -4.442 -2.539
C 2.490 -2.611 3.231
C 2.619 -1.790 2.115
C -1.267 -3.018 2.854
C 0.293 -2.743 -4.223
C -1.219 0.679 -4.392
C -2.977 1.188 -5.976
C -1.324 -1.621 2.945
C -3.960 1.344 2.108
C 0.786 0.252 4.672
C -0.010 0.845 5.640
C 2.656 1.615 -3.726
C -3.333 -2.050 -3.802
C 4.831 1.727 3.684
C -0.689 -3.545 1.679
C 4.371 0.718 -1.354
C -0.260 -2.732 0.677
C 2.916 -2.380 0.885
C -1.846 1.499 -3.427
C 0.327 2.987 4.615
C -3.570 1.967 -5.032
C 6.900 0.827 4.510
C 1.371 1.016 3.661
C 1.118 2.386 3.641
C -1.776 0.539 -5.630
C 6.026 1.897 4.367
H 1.142 2.270 -0.196
H 1.379 -3.685 -5.818
H 3.085 -5.632 1.812
H -3.456 2.659 -3.095
H -2.397 -4.909 -3.362
H -1.587 5.248 0.985
H -0.788 -4.634 -2.706
H 4.732 1.475 -0.653
H -2.137 -4.952 -1.617
H 6.276 2.864 4.787
H 3.561 -2.722 -5.113
H -3.701 -1.034 -3.618
H 1.516 3.003 2.841
H -3.527 0.481 2.613
H -0.881 0.248 2.012
H -2.671 2.474 3.422
H -1.281 -0.092 -6.358
H -3.407 5.886 -0.275
H -3.428 1.078 -6.950
H -1.698 -1.134 3.839
H -0.854 2.679 6.379
H 4.449 -0.248 -0.849
H -4.268 -1.995 -1.031
H 2.630 2.707 -3.785
H -1.494 4.318 -0.500
H 2.534 -4.611 3.997
H -6.709 3.468 -0.315
H 7.245 -1.244 4.067
H -5.806 1.289 -1.152
H -4.067 4.973 1.042
H 5.062 0.698 -2.201
H -4.203 -2.706 -3.898
H 1.803 1.230 -4.290
H -6.502 1.160 0.449
H -3.716 3.489 2.461
H -5.569 3.442 1.013
H 2.742 2.958 -0.316
H -3.407 -3.374 -0.334
H -2.805 -2.051 -4.759
H 3.645 -1.179 -3.193
H -0.649 -3.178 -4.537
H -0.456 0.233 6.415
H 2.977 -1.768 -0.011
H 5.130 -1.544 2.870
H 4.161 2.577 3.588
H -1.608 -3.657 3.655
H -0.570 -4.615 1.553
H -4.494 2.505 -5.181
H -4.962 1.479 2.520
H 7.835 0.954 5.042
H 1.533 3.288 -1.575
H -0.306 0.171 -4.122
H 3.323 -4.188 -0.191
H -2.837 -1.745 -0.052
H 0.142 4.054 4.577
H 3.557 1.274 -4.238
H 0.183 -3.133 -0.223
H 2.295 -2.191 4.209
H 0.921 -0.821 4.696
```

## Properties
E_tot in eV: -143372.1351
Multiplicity: 3
HOMO (spin up / spin down) in eV: -4.65 / -6.64

---

No. 3
A cluster of 2 separate species, CHN3O2 in total. Source: OMol25; level of theory: ωB97M-V/def2-TZVPD.

The geometry in XYZ format:
```
7
CHN3O2, DFT ωB97M-V/def2-TZVPD
O 3.624 -0.199 1.031
O 1.088 -1.465 -1.190
N 2.684 0.709 -0.750
N 3.248 0.221 0.053
N 0.647 -0.756 0.980
C 0.708 -1.206 -0.132
H -0.234 -0.711 1.471
```

## Properties
E_tot in eV: -9616.1570
SMILES: N#[N+][O-].N=C=O
Multiplicity: 1
HOMO in eV: -11.27